# 1
Formula: C4H12N2
Source: OMol25
Level of theory: the ωB97M-V functional and the def2-TZVPD basis

Each line ends with the Löwdin charge.
Cartesian coordinates (Å):
N (1.000, -0.130, 1.740)  -0.030
N (-0.023, 2.106, -3.062)  -0.093
C (-1.176, 1.201, -3.010)  -0.141
C (0.125, -2.212, 2.640)  -0.129
C (-0.156, -1.043, 1.730)  -0.354
C (0.669, 2.197, -2.014)  -0.091
H (1.822, -0.583, 1.340)  0.064
H (-0.330, -1.314, 0.683)  0.095
H (-0.920, 0.352, -3.637)  0.076
H (-1.072, -0.581, 2.097)  0.102
H (0.429, -1.866, 3.638)  0.072
H (-2.112, 1.662, -3.323)  0.069
H (-1.301, 0.854, -1.976)  0.057
H (1.019, -2.798, 2.411)  0.068
H (1.739, 2.381, -2.036)  0.067
H (0.891, 0.542, 0.979)  0.039
H (-0.753, -2.821, 2.853)  0.067
H (0.149, 2.055, -1.054)  0.061

Computed properties:
HOMO level, eV: -9.46
Relative energy (zero: lowest compared OMol25 entry of this formula, charge and spin), kJ/mol: 197.4
Total energy, a.u.: -269.04116
SMILES: C=NC.CCN
Kohn-Sham gap, eV: 10.22

# 2
Formula: C4H12N2
Source: OMol25
Level of theory: the ωB97M-V functional and the def2-TZVPD basis

Each line ends with the Löwdin charge.
Cartesian coordinates (Å):
N (1.437, -0.870, 0.454)  -0.187
N (-3.532, -0.040, 0.108)  0.068
C (2.107, -0.232, -0.670)  -0.161
C (1.648, -0.118, 1.684)  -0.156
C (-1.656, 0.905, -1.113)  -0.099
C (-2.345, -0.194, -0.371)  -0.310
H (1.918, -0.808, -1.581)  0.075
H (0.440, -0.926, 0.266)  0.059
H (-2.370, 1.669, -1.429)  0.076
H (3.191, -0.200, -0.518)  0.077
H (-1.154, 0.485, -1.989)  0.072
H (-0.903, 1.355, -0.461)  0.066
H (-1.786, -1.130, -0.205)  0.096
H (1.124, -0.614, 2.507)  0.075
H (1.738, 0.786, -0.834)  0.064
H (1.257, 0.901, 1.604)  0.068
H (-3.824, -0.891, 0.603)  0.041
H (2.710, -0.078, 1.945)  0.077

Computed properties:
HOMO level, eV: -8.99
Relative energy (zero: lowest compared OMol25 entry of this formula, charge and spin), kJ/mol: 119.7
Total energy, a.u.: -269.07075
SMILES: [H]/N=C/C.CNC
Kohn-Sham gap, eV: 9.96

# 3
Formula: C4H12N2
Source: OMol25
Level of theory: the ωB97M-V functional and the def2-TZVPD basis

Each line ends with the Löwdin charge.
Cartesian coordinates (Å):
N (0.816, 1.317, -0.286)  -0.080
N (-0.057, -0.775, 1.111)  -0.095
C (-0.210, 2.200, -0.821)  -0.175
C (1.308, -1.646, -0.737)  -0.089
C (-1.419, -0.932, 1.588)  -0.165
C (0.108, -0.907, -0.201)  -0.284
H (-0.759, -0.922, -0.890)  0.118
H (1.543, -1.291, -1.745)  0.066
H (-1.122, 1.640, -1.038)  0.063
H (-1.954, 0.030, 1.557)  0.068
H (-0.444, 2.984, -0.097)  0.067
H (1.067, -2.709, -0.811)  0.075
H (0.109, 2.647, -1.765)  0.071
H (-1.414, -1.270, 2.628)  0.066
H (0.587, 0.975, 0.698)  0.072
H (2.167, -1.511, -0.075)  0.076
H (1.688, 1.817, -0.121)  0.078
H (-2.013, -1.648, 1.003)  0.068

Computed properties:
HOMO level, eV: -8.47
Relative energy (zero: lowest compared OMol25 entry of this formula, charge and spin), kJ/mol: 217.7
Total energy, a.u.: -269.03344
SMILES: C/C=N/C.CN
Kohn-Sham gap, eV: 9.62

# 4
Formula: C4H12N2
Source: OMol25
Level of theory: the ωB97M-V functional and the def2-TZVPD basis

Each line ends with the Löwdin charge.
Cartesian coordinates (Å):
N (-0.752, -0.362, 2.303)  -0.003
N (0.033, 1.097, -1.021)  -0.100
C (0.093, 0.267, 1.266)  -0.256
C (-0.634, -1.255, -0.571)  -0.081
C (1.341, 0.709, -1.520)  -0.139
C (-0.613, 0.193, -0.077)  -0.426
H (-0.208, -0.607, 3.117)  0.058
H (2.001, 0.440, -0.693)  0.075
H (-1.650, 0.491, 0.047)  0.134
H (-1.058, -1.354, -1.579)  0.077
H (0.363, -1.694, -0.580)  0.071
H (0.287, 1.309, 1.509)  0.108
H (1.366, -0.126, -2.228)  0.072
H (-1.501, 0.252, 2.595)  0.063
H (-0.590, 1.282, -1.796)  0.102
H (1.779, 1.579, -1.999)  0.073
H (-1.273, -1.922, 0.000)  0.067
H (1.018, -0.301, 1.227)  0.105

Computed properties:
HOMO level, eV: -8.61
Relative energy (zero: lowest compared OMol25 entry of this formula, charge and spin), kJ/mol: 56.7
Total energy, a.u.: -269.09477
SMILES: CN[C@@H](C)CN
Kohn-Sham gap, eV: 9.78

# 5
Formula: C4H12N2
Source: OMol25
Level of theory: the ωB97M-V functional and the def2-TZVPD basis

Each line ends with the Löwdin charge.
Cartesian coordinates (Å):
N (0.708, -0.377, 0.162)  -0.226
N (-2.055, -0.254, -0.317)  0.010
C (-1.167, 0.492, 0.184)  -0.325
C (-0.639, 2.089, -0.636)  -0.051
C (1.010, -0.745, 1.541)  -0.099
C (0.748, -1.477, -0.794)  -0.106
H (-1.864, -0.560, -1.270)  0.025
H (0.859, 0.568, -0.268)  0.101
H (-0.088, -2.163, -0.623)  0.082
H (1.674, -2.039, -0.677)  0.077
H (-1.402, 2.798, -0.313)  0.033
H (0.331, 2.525, -0.373)  0.026
H (-0.729, 1.922, -1.711)  0.032
H (0.195, -1.349, 1.953)  0.091
H (-1.316, 0.811, 1.210)  0.082
H (1.132, 0.156, 2.140)  0.085
H (1.927, -1.332, 1.592)  0.074
H (0.678, -1.065, -1.799)  0.086

Computed properties:
HOMO level, eV: -7.85
Relative energy (zero: lowest compared OMol25 entry of this formula, charge and spin), kJ/mol: 339.7
Total energy, a.u.: -268.98696
SMILES: [H]/N=C\C.CNC
Kohn-Sham gap, eV: 8.77

# 6
Formula: C4H12N2
Source: OMol25
Level of theory: the ωB97M-V functional and the def2-TZVPD basis

Each line ends with the Löwdin charge.
Cartesian coordinates (Å):
N (-1.984, 2.229, -0.631)  0.155
N (2.108, -0.981, 1.105)  0.175
C (-0.155, -1.097, 0.049)  -0.182
C (1.360, -1.341, -0.121)  -0.168
C (-1.293, 0.885, -0.828)  -0.064
C (-0.535, 0.353, 0.163)  -0.082
H (-0.673, -1.707, 0.953)  0.186
H (-0.578, -1.602, -0.953)  0.178
H (-2.728, 2.164, 0.194)  0.235
H (-1.349, 3.046, -0.471)  0.182
H (2.528, -1.788, 1.592)  0.188
H (1.599, -2.371, -0.406)  0.142
H (-1.523, 0.611, -1.865)  0.140
H (-2.430, 2.247, -1.654)  0.225
H (-0.351, 1.029, 0.974)  0.119
H (2.747, -0.182, 0.919)  0.195
H (1.513, -0.801, 1.976)  0.204
H (1.747, -0.694, -0.997)  0.173

Computed properties:
Net charge: +2
HOMO level, eV: -18.73
Relative energy (zero: lowest compared OMol25 entry of this formula, charge and spin), kJ/mol: 164.2
Total energy, a.u.: -268.41822
SMILES: [NH3+]/C=C/CC[NH3+]
Kohn-Sham gap, eV: 11.30

# 7
Formula: C4H12N2O
Source: OMol25
Level of theory: the ωB97M-V functional and the def2-TZVPD basis

Each line ends with the Löwdin charge.
Cartesian coordinates (Å):
O (2.972, -2.501, -0.275)  -0.105
N (1.529, 0.506, 2.163)  0.038
N (0.590, 1.286, 0.078)  0.002
C (-0.702, 0.520, 0.257)  -0.290
C (-1.370, 0.444, -1.039)  -0.293
C (1.479, 1.326, 0.992)  -0.305
C (-2.846, -0.175, -1.019)  -0.085
H (0.801, -0.324, 2.122)  0.124
H (2.672, -1.855, -0.970)  0.053
H (-2.755, -0.864, -1.845)  0.056
H (-1.423, 1.153, 0.927)  0.160
H (3.639, -3.055, -0.743)  0.046
H (2.490, 0.464, 2.594)  0.097
H (-3.150, -0.458, -0.044)  0.048
H (-0.413, -0.474, 0.501)  0.088
H (2.261, 2.009, 0.831)  0.085
H (-1.584, 1.498, -1.413)  0.119
H (-0.744, -0.162, -1.711)  0.101
H (-3.445, 0.662, -1.405)  0.061

Computed properties:
HOMO level, eV: -8.84
Relative energy (zero: lowest compared OMol25 entry of this formula, charge and spin), kJ/mol: 246.5
Total energy, a.u.: -344.29114
SMILES: CCC/N=C\N.O
Kohn-Sham gap, eV: 9.57

# 8
Formula: C4H12N2O
Source: OMol25
Level of theory: the ωB97M-V functional and the def2-TZVPD basis

Each line ends with the Löwdin charge.
Cartesian coordinates (Å):
O (-1.038, -2.267, -1.206)  -0.074
N (-1.048, -0.356, 1.017)  0.047
N (-0.211, 2.607, 0.709)  0.005
C (-0.109, 0.256, 0.081)  -0.417
C (0.291, -1.790, -1.431)  -0.256
C (0.610, 1.379, 0.736)  -0.282
C (0.882, -0.863, -0.349)  -0.152
H (0.416, -1.255, -2.376)  0.114
H (-1.652, -1.690, -1.669)  0.078
H (0.851, -2.707, -1.459)  0.104
H (0.255, 3.308, 1.270)  0.061
H (0.907, 1.066, 1.749)  0.117
H (-0.545, 0.567, -0.865)  0.141
H (1.712, -0.371, -0.872)  0.108
H (-0.990, 0.013, 1.958)  0.068
H (1.571, 1.561, 0.254)  0.109
H (1.216, -1.421, 0.508)  0.108
H (-1.091, 2.337, 1.131)  0.054
H (-2.029, -0.372, 0.813)  0.066

Computed properties:
HOMO level, eV: -8.87
Relative energy (zero: lowest compared OMol25 entry of this formula, charge and spin), kJ/mol: 161.8
Total energy, a.u.: -344.32341
SMILES: NC[C@H](N)CCO
Kohn-Sham gap, eV: 9.81

# 9
Formula: C4H12N2O
Source: OMol25
Level of theory: the ωB97M-V functional and the def2-TZVPD basis

Each line ends with the Löwdin charge.
Cartesian coordinates (Å):
O (2.588, -1.192, 0.357)  -0.058
N (-1.479, 0.805, -2.498)  -0.024
N (0.202, 0.138, 0.206)  -0.092
C (-1.689, -0.074, -1.341)  -0.278
C (0.617, -0.363, 1.489)  -0.241
C (-1.199, 0.508, -0.017)  -0.213
C (2.152, -0.500, 1.494)  -0.269
H (0.204, -1.353, 1.726)  0.118
H (-1.649, 1.778, -2.272)  0.053
H (-1.325, 1.595, -0.045)  0.108
H (-0.569, 0.724, -2.943)  0.060
H (-1.173, -0.991, -1.633)  0.105
H (1.819, -1.464, -0.135)  0.065
H (2.430, -1.037, 2.403)  0.110
H (-1.805, 0.180, 0.830)  0.111
H (0.241, 0.254, 2.322)  0.115
H (0.831, 0.835, -0.162)  0.117
H (-2.746, -0.365, -1.345)  0.098
H (2.550, 0.521, 1.565)  0.113

Computed properties:
HOMO level, eV: -8.73
Relative energy (zero: lowest compared OMol25 entry of this formula, charge and spin), kJ/mol: 171.7
Total energy, a.u.: -344.31961
SMILES: NCCNCCO
Kohn-Sham gap, eV: 9.75

# 10
Formula: C4H12N2O
Source: OMol25
Level of theory: the ωB97M-V functional and the def2-TZVPD basis

Each line ends with the Löwdin charge.
Cartesian coordinates (Å):
O (-2.737, 0.964, 0.608)  -0.113
N (-1.765, 0.262, -1.909)  0.023
N (-0.384, -0.888, -0.450)  0.012
C (1.176, 0.685, 1.645)  -0.102
C (-0.644, -0.365, -1.635)  -0.313
C (1.019, -1.198, -0.036)  -0.201
C (1.770, 0.038, 0.389)  -0.253
H (1.767, 0.785, -0.409)  0.104
H (-1.857, 0.265, -2.920)  0.040
H (-0.928, -0.832, 0.399)  0.127
H (-3.659, 0.826, 0.373)  0.026
H (0.211, 0.031, -2.209)  0.140
H (0.950, -1.916, 0.780)  0.118
H (2.802, -0.295, 0.541)  0.108
H (0.948, -0.057, 2.416)  0.074
H (0.237, 1.216, 1.471)  0.069
H (-2.282, 0.766, -0.244)  -0.041
H (1.487, -1.668, -0.902)  0.112
H (1.889, 1.381, 2.091)  0.070

Computed properties:
HOMO level, eV: -8.95
Relative energy (zero: lowest compared OMol25 entry of this formula, charge and spin), kJ/mol: 156.2
Total energy, a.u.: -344.32552
SMILES: [H]/N=C/NCCC.O
Kohn-Sham gap, eV: 9.89

# 11
Formula: C4H12N2O
Source: OMol25
Level of theory: the ωB97M-V functional and the def2-TZVPD basis

Each line ends with the Löwdin charge.
Cartesian coordinates (Å):
O (2.903, -0.839, -1.466)  -0.049
N (0.632, -0.037, -0.873)  -0.045
N (-1.539, 0.736, 1.473)  -0.127
C (1.525, -0.979, -1.676)  -0.257
C (-2.116, 1.507, 0.353)  -0.149
C (0.547, -0.438, 0.505)  -0.259
C (-0.885, -0.530, 1.079)  -0.234
H (0.932, 0.905, -1.091)  0.103
H (1.253, -1.942, -1.255)  0.112
H (-0.827, 1.392, 1.790)  0.082
H (1.285, -0.665, -2.685)  0.118
H (-1.566, -0.950, 0.334)  0.109
H (-2.136, 2.557, 0.665)  0.072
H (3.241, -1.196, -0.648)  0.076
H (-1.421, 1.673, -0.492)  0.060
H (-0.914, -1.206, 1.926)  0.097
H (1.163, -1.306, 0.751)  0.103
H (1.001, 0.204, 1.289)  0.114
H (-3.077, 1.114, 0.021)  0.074

Computed properties:
HOMO level, eV: -8.58
Relative energy (zero: lowest compared OMol25 entry of this formula, charge and spin), kJ/mol: 244.0
Total energy, a.u.: -344.29207
SMILES: CNCCNCO
Kohn-Sham gap, eV: 9.41

# 12
Formula: C4H12N2O
Source: OMol25
Level of theory: the ωB97M-V functional and the def2-TZVPD basis

Each line ends with the Löwdin charge.
Cartesian coordinates (Å):
O (-1.502, -1.175, 1.855)  -0.089
N (0.872, 0.335, -1.501)  -0.121
N (-0.435, 1.975, 0.538)  0.043
C (-0.485, -0.166, 2.014)  -0.190
C (0.563, -0.325, -0.151)  -0.200
C (-0.460, 0.530, 0.563)  -0.385
C (0.730, -0.611, -2.589)  -0.180
H (1.539, -0.428, 0.313)  0.102
H (-0.951, 0.572, 2.654)  0.098
H (0.890, -0.141, -3.609)  0.086
H (1.390, -1.507, -2.468)  0.085
H (0.081, 0.975, -1.536)  0.074
H (0.332, -1.401, -0.286)  0.123
H (-1.382, -1.880, 2.496)  0.081
H (0.562, 2.205, 0.372)  0.088
H (-0.287, -1.004, -2.722)  0.067
H (-0.493, 2.422, 1.451)  0.070
H (-1.435, 0.178, 0.215)  0.132
H (0.473, -0.553, 2.391)  0.119

Computed properties:
HOMO level, eV: -8.86
Relative energy (zero: lowest compared OMol25 entry of this formula, charge and spin), kJ/mol: 257.4
Total energy, a.u.: -344.28698
SMILES: CNC[C@H](N)CO
Kohn-Sham gap, eV: 9.76

# 13
Formula: C4H12N2O
Source: OMol25
Level of theory: the ωB97M-V functional and the def2-TZVPD basis

Each line ends with the Löwdin charge.
Cartesian coordinates (Å):
O (2.837, -1.930, 2.275)  0.026
N (2.068, -0.198, 1.034)  0.130
N (-3.128, -1.685, 3.005)  -0.040
C (-3.905, -2.761, 2.376)  -0.375
C (-3.162, -3.286, 1.158)  -0.130
C (3.056, -1.033, 1.473)  -0.604
C (4.424, -0.757, 0.889)  -0.025
H (1.121, -0.337, 1.395)  0.115
H (-2.980, -2.465, 0.444)  0.072
H (2.254, 0.552, 0.363)  0.107
H (-2.189, -3.713, 1.457)  0.070
H (-4.873, -2.327, 2.060)  0.105
H (5.147, -1.479, 1.303)  0.086
H (-3.749, -4.070, 0.651)  0.070
H (-2.236, -2.059, 3.346)  0.065
H (4.761, 0.263, 1.142)  0.083
H (4.412, -0.861, -0.209)  0.083
H (-3.620, -1.325, 3.830)  0.064
H (-4.121, -3.602, 3.063)  0.099

Computed properties:
HOMO level, eV: -9.33
Relative energy (zero: lowest compared OMol25 entry of this formula, charge and spin), kJ/mol: 45.5
Total energy, a.u.: -344.36771
SMILES: CC(N)=O.CCN
Kohn-Sham gap, eV: 10.15